ORCA calculation (ωB97M-V/def2-TZVPD) on one molecule with the formula C5H8O.

ORCA input file:
```
! RIJCOSX wB97M-V def2-TZVPD def2/J DEFGRID3
* xyz 0 1
C 1.78527 0.51875 0.19039
C 0.34590 1.10234 0.28693
O -0.01194 1.46397 1.47761
C -0.59577 0.13450 -0.32280
C -0.71563 -1.27122 -0.66573
C -1.80917 -0.51519 0.11835
H 2.01358 0.18537 -0.82725
H 2.47959 1.30472 0.48968
H 1.88607 -0.31234 0.89444
H 0.34388 1.88956 -0.54322
H 0.00189 -1.94103 -0.19648
H -1.03417 -1.57829 -1.65969
H -2.74284 -0.41358 -0.42890
H -1.90749 -0.58509 1.19828
*
```

- HOMO-LUMO gap (spin up / spin down): 8.949 / 6.490 eV
- LUMO energy (spin up / spin down): -0.331 / -1.516 eV
- E: -270.36538 Ha
- Energy relative to the best compared isomer or geometry (same formula, charge and spin): 120.8 kcal/mol
- Maximum force: 1.8 eV/A



ORCA calculation (ωB97M-V/def2-TZVPD) on one molecule with the formula C3H3NO2.

ORCA input file:
```
! RIJCOSX wB97M-V def2-TZVPD def2/J DEFGRID3
* xyz 0 1
O -2.00229 0.01354 -0.00759
C -0.80977 0.02941 -0.00463
C 0.16318 1.19582 0.00992
C 1.45443 0.45363 -0.00952
N 1.30924 -0.81648 -0.00279
O -0.06114 -1.12007 0.01029
H 0.01041 1.83885 -0.86297
H 0.02770 1.80272 0.90921
H 2.45759 0.85295 -0.02294
*
```

- HOMO-LUMO gap: 11.376 eV
- LUMO energy: 0.700 eV
- E: -321.30556 Ha
- Energy relative to the best compared isomer or geometry (same formula, charge and spin): 45.2 kcal/mol
- Maximum force: 0.7 eV/A



ORCA calculation (ωB97M-V/def2-TZVPD) on H24HeO12 as an isolated structure.

ORCA input file:
```
! RIJCOSX wB97M-V def2-TZVPD def2/J DEFGRID3
* xyz 0 1
He 2.43759 -16.48682 0.09766
O 2.93680 -20.01477 -0.39525
H 3.34190 -19.60517 -1.15968
H 2.78974 -19.29187 0.21468
O 0.66961 -14.75980 -2.29108
H 0.84402 -13.93466 -2.74380
H 1.51058 -15.21697 -2.29292
O 2.32976 -12.53373 -0.03410
H 1.61800 -13.17344 -0.01435
H 2.12142 -11.92106 0.67121
O 1.37856 -18.81801 1.67885
H 1.82676 -18.04184 2.01487
H 1.56002 -19.49912 2.32646
O 4.68309 -17.75510 -2.58170
H 5.27067 -18.04640 -3.27893
H 5.26525 -17.39989 -1.91003
O 3.16487 -16.94186 3.08436
H 3.69637 -17.43950 2.46300
H 3.28910 -17.39132 3.92029
O 3.88912 -15.11361 -3.20625
H 4.09824 -16.01689 -2.96837
H 3.83144 -15.12425 -4.16165
O 1.29213 -14.46791 2.18588
H 1.96550 -15.03198 2.56620
H 0.79357 -15.04552 1.60792
O -0.64197 -18.53842 -0.75621
H 0.03197 -18.83158 -0.14294
H -0.42447 -18.97632 -1.57912
O 5.01768 -13.43571 0.23217
H 4.13175 -13.41458 -0.12964
H 4.89490 -13.65971 1.15465
O 6.19919 -15.86370 -0.47784
H 6.75048 -15.50393 -1.17273
H 5.87804 -15.09612 -0.00464
O -0.24414 -15.92685 0.34758
H -0.46339 -16.75896 -0.07164
H -0.23488 -15.29223 -0.36895
*
```

- HOMO-LUMO gap: 10.644 eV
- LUMO energy: -0.024 eV
- E: -920.19190 Ha
- Energy relative to the best compared isomer or geometry (same formula, charge and spin): 10.7 kcal/mol
- Maximum force: 1.3 eV/A



ORCA calculation (ωB97M-V/def2-TZVPD) on one molecule with the formula C2H4BrNS.

ORCA input file:
```
! RIJCOSX wB97M-V def2-TZVPD def2/J DEFGRID3
* xyz 0 1
C -0.26993 -0.16808 0.25809
N 1.06825 -0.18023 -0.31094
C 1.75412 -0.21846 -1.56227
S 3.39095 -0.04480 -1.66132
Br 0.59141 -0.42197 -3.18202
H -0.12330 0.34008 1.19291
H -1.01647 0.47607 -0.21870
H -0.71965 -1.10865 0.45106
H 1.84586 0.00866 0.38923
*
```

- HOMO-LUMO gap: 9.225 eV
- LUMO energy: 0.246 eV
- E: -3105.52989 Ha
- Energy relative to the best compared isomer or geometry (same formula, charge and spin): 4.0 kcal/mol
- Maximum force: 3.8 eV/A



ORCA calculation (ωB97M-V/def2-TZVPD) on an isolated ion of composition C3H2NO3S2 and charge -1.

ORCA input file:
```
! RIJCOSX wB97M-V def2-TZVPD def2/J DEFGRID3
* xyz -1 1
O -1.19967 0.86364 2.09729
S -0.51503 -0.36839 1.81653
O 0.56455 -0.62764 2.73646
C 0.33582 -0.35733 0.15086
C -0.29721 -1.59805 -0.49802
O 0.09415 -2.03665 -1.56335
N -1.31955 -2.20143 0.15917
C -1.60237 -1.80186 1.32301
S -2.99616 -2.64641 2.46217
H 1.29302 -0.35765 0.43688
H -0.01244 0.39365 -0.60005
*
```

- HOMO-LUMO gap: 7.718 eV
- LUMO energy: 3.302 eV
- E: -1192.37848 Ha
- Energy relative to the best compared isomer or geometry (same formula, charge and spin): 47.9 kcal/mol
- Maximum force: 5.9 eV/A



ORCA calculation (ωB97M-V/def2-TZVPD) on an isolated ion of composition C5H12NOS and charge +1.

ORCA input file:
```
! RIJCOSX wB97M-V def2-TZVPD def2/J DEFGRID3
* xyz 1 1
C -0.17421 -1.41858 0.55658
C -1.35941 -1.58736 -0.46789
C 0.19521 0.05925 0.64242
C -1.79018 0.86797 -0.29656
C 2.50699 0.55924 0.06347
N 1.07623 0.67541 -0.36593
O -1.99443 2.06363 0.21881
S -2.66170 -0.59287 0.01985
H -0.62123 -1.90472 1.49598
H 0.76414 -1.92057 0.26507
H -0.97285 -1.58970 -1.56978
H -1.67998 -2.65979 -0.40535
H 0.25272 0.51409 1.68988
H -1.32450 0.80376 -1.31216
H 2.99163 -0.32903 0.37228
H 3.09520 0.96769 -0.91413
H 2.72123 1.25579 0.96717
H 0.84716 0.40648 -1.37550
H 0.85938 1.75207 -0.44490
H -2.73137 2.07723 0.86069
*
```

- HOMO-LUMO gap: 8.388 eV
- LUMO energy: -3.343 eV
- E: -725.50285 Ha
- Energy relative to the best compared isomer or geometry (same formula, charge and spin): 72.6 kcal/mol
- Maximum force: 5.5 eV/A



ORCA calculation (ωB97M-V/def2-TZVPD) on C39H33N3O3P2Pd as an isolated structure.

ORCA input file:
```
! RIJCOSX wB97M-V def2-TZVPD def2/J DEFGRID3
* xyz -2 1
Pd 0.07532 0.19963 -0.15115
O -1.01534 -3.11513 3.95547
C -1.71343 -3.87618 3.11014
C -1.97711 -5.19787 3.48580
C -2.71152 -6.03862 2.66939
C -3.20355 -5.57620 1.45507
C -2.93753 -4.27170 1.06980
C -2.20025 -3.40564 1.86740
C -1.91753 -2.02678 1.33856
O -2.32796 -1.68730 0.21454
N -1.22916 -1.25743 2.17926
N -0.84378 -0.02384 1.68864
C -0.84441 0.91065 2.56699
C -0.62716 2.31479 2.31674
C -0.32312 3.15074 3.39304
C -0.20565 4.52007 3.25263
C -0.44424 5.08189 1.99340
C -0.77382 4.29516 0.91596
C -0.87106 2.86872 1.00434
O -1.21704 2.18020 -0.00358
H -0.92499 -2.20700 3.46932
H -1.58633 -5.54281 4.43566
H -2.89793 -7.05988 2.98384
H -3.77933 -6.23411 0.81451
H -3.30427 -3.87910 0.12876
H -1.10663 0.61979 3.58661
H -0.16736 2.69001 4.36486
H 0.04385 5.14029 4.10554
H -0.38952 6.16078 1.87738
H -0.97671 4.74108 -0.05128
C 1.28150 2.15417 -1.68106
N 1.18554 0.69809 -1.81910
P 0.02653 0.11245 -2.85854
C 0.84811 0.35345 -4.53973
C 0.15197 0.17500 -5.73261
C 0.74436 0.45902 -6.95503
C 2.04663 0.94042 -7.00592
C 2.75478 1.11680 -5.82414
C 2.16022 0.82114 -4.60534
C 0.39708 -1.70793 -2.83490
C -0.62022 -2.56184 -2.41361
C -0.46010 -3.94098 -2.45882
C 0.71818 -4.48617 -2.94453
C 1.73774 -3.64588 -3.37133
C 1.57432 -2.26882 -3.32646
P 2.12602 -0.31390 0.79101
C 2.30605 -2.13259 0.97810
C 1.26449 -3.00912 0.68246
C 1.38171 -4.37073 0.92490
C 2.56386 -4.88594 1.43300
C 3.62833 -4.03016 1.69579
C 3.49404 -2.66786 1.49074
C 3.51328 -0.05904 -0.39664
C 4.20664 1.15315 -0.39917
C 5.30318 1.35988 -1.22441
C 5.74841 0.35190 -2.06621
C 5.06335 -0.85701 -2.08995
C 3.96587 -1.05450 -1.26970
H 0.32590 2.67756 -1.79545
H 1.97761 2.56718 -2.42816
H 1.67879 2.40729 -0.69514
H -0.86538 -0.20373 -5.70139
H 0.19136 0.30562 -7.87597
H 2.49958 1.18661 -7.96003
H 3.77628 1.48049 -5.85627
H 2.71849 0.92891 -3.67996
H -1.53353 -2.13231 -2.03102
H -1.26244 -4.58922 -2.12444
H 0.84458 -5.56225 -2.99245
H 2.66148 -4.06769 -3.75421
H 2.36933 -1.62453 -3.67776
H 0.37336 -2.60415 0.22788
H 0.54961 -5.03402 0.71517
H 2.65813 -5.94826 1.62906
H 4.56016 -4.43477 2.07786
H 4.31931 -1.99760 1.70545
H 3.87548 1.94828 0.25960
H 5.82092 2.31328 -1.20793
H 6.62115 0.50253 -2.69200
H 5.38174 -1.64925 -2.76002
H 3.43478 -1.99288 -1.31704
*
```

- HOMO-LUMO gap: 6.106 eV
- LUMO energy: 4.502 eV
- E: -2706.60000 Ha
- Energy relative to the best compared isomer or geometry (same formula, charge and spin): 23.7 kcal/mol
- Maximum force: 1.2 eV/A